[1]
DFT (the ωB97M-V functional and the def2-TZVPD basis) results for a molecular structure, C21H24ClNOPSc in a non-equilibrium geometry.

E_LUMO, eV: -7.36
Spin multiplicity: 1
Net charge: +2
Frontier orbital gap, eV: 7.0
ΔE to the lowest compared entry with this formula, charge and spin, eV: 0.000

Last column: Löwdin charge in e.
Atoms and positions in Å:
Sc  -0.729511  -0.573678  1.228184  0.77
Cl  -0.676598  1.364923  2.466321  0.13
P  0.135386  0.734200  -0.756896  0.97
C  -1.293424  -0.148897  -1.544951  -0.43
C  -1.059814  -0.986573  -2.661980  -0.07
C  -2.128119  -1.693980  -3.210557  -0.03
C  -3.415205  -1.527160  -2.702417  -0.03
C  -3.638280  -0.654694  -1.632717  -0.05
C  -2.584476  -0.011090  -0.990957  -0.16
C  -0.137927  2.492984  -1.090788  -0.38
C  0.788516  3.395499  -0.524141  -0.09
C  0.547272  4.766319  -0.565454  -0.05
C  -0.585111  5.272052  -1.221179  -0.03
C  -1.429797  4.373085  -1.891002  -0.05
C  -1.194403  2.994401  -1.862153  -0.08
C  1.619747  0.279262  -1.658560  -0.39
C  2.596485  -0.504697  -1.001413  -0.11
C  3.795573  -0.740651  -1.661110  -0.06
C  4.036787  -0.163974  -2.913372  -0.04
C  3.062718  0.591164  -3.578079  -0.03
C  1.826291  0.828777  -2.946363  -0.06
H  1.692942  2.980809  -0.070323  0.12
H  1.275260  5.461709  -0.128522  0.12
H  -0.783333  6.334145  -1.257305  0.12
H  -2.245010  4.739035  -2.522318  0.12
H  -1.774283  2.280117  -2.458571  0.11
H  -0.047586  -1.031005  -3.064631  0.11
H  -1.969280  -2.377557  -4.054685  0.13
H  -4.255597  -2.056125  -3.142559  0.13
H  -4.652571  -0.490275  -1.264140  0.13
H  -2.804738  0.704476  -0.166865  0.12
H  2.435201  -0.952851  -0.007880  0.09
H  4.542290  -1.358011  -1.163443  0.12
H  5.007675  -0.321118  -3.396652  0.13
H  3.253204  1.014596  -4.566385  0.12
H  1.055174  1.420356  -3.450577  0.12
H  -0.303379  -2.604462  -0.468051  0.08
H  0.464050  -2.530115  -0.407781  0.10
C  0.486487  -1.399640  5.704512  0.01
N  -0.117152  -2.528069  5.017658  -0.13
C  -0.199607  -3.796658  5.814544  0.00
C  -0.525715  -2.578189  3.755501  -0.19
O  -0.397296  -1.638133  2.894094  -0.22
H  0.241988  -1.544193  6.758352  0.11
H  0.109350  -0.462513  5.282472  0.10
H  1.579392  -1.389441  5.602984  0.12
H  -1.244483  -4.118895  5.951461  0.11
H  0.367514  -4.577269  5.263296  0.11
H  0.262912  -3.705132  6.815899  0.11
H  -0.989519  -3.562862  3.449498  0.18

Atomic forces in eV per Å
-0.402 1.046 1.124
-0.314 -0.663 -0.681
0.056 0.332 -1.583
0.691 -0.061 0.028
-0.464 0.317 0.591
0.249 -0.169 -0.286
-0.002 0.431 0.347
-0.614 -0.495 0.267
0.378 0.172 -0.012
0.295 0.763 0.245
-0.402 -0.357 0.133
0.248 0.252 -0.192
0.005 -1.139 -0.098
0.118 0.038 -0.450
0.094 -0.304 0.320
0.186 0.053 0.106
-0.307 0.205 -0.755
0.075 0.079 0.050
0.129 -0.143 -0.207
-0.575 0.053 0.561
0.909 -0.578 0.226
-0.266 0.360 0.113
-0.370 -0.376 -0.138
0.033 -0.019 0.028
0.266 -0.033 0.358
-0.136 0.539 0.340
-0.361 -0.216 0.013
-0.014 0.389 0.371
0.152 0.105 0.027
0.261 -0.128 -0.154
0.212 -0.308 -0.535
-0.006 0.413 -0.447
-0.022 0.212 -0.286
-0.424 0.033 0.215
0.005 -0.184 0.347
0.288 -0.153 0.320
0.706 0.049 0.111
-0.724 -0.015 0.109
0.223 0.632 -0.208
-0.565 -1.104 -1.234
0.190 -0.795 -0.338
0.418 -0.755 1.232
-0.123 -0.699 0.061
-0.022 0.525 -0.187
-0.048 -0.173 0.316
-0.214 -0.238 -0.053
0.405 0.245 -0.132
-0.456 0.407 0.457
-0.238 0.358 -0.756
0.477 1.097 0.316

---

[2]
DFT (the ωB97M-V functional and the def2-TZVPD basis) results for C3H6N2 in the gas phase in a non-equilibrium geometry.

E_LUMO, eV: 0.90
Spin multiplicity: 1
SMILES string: CNCC#N
Net charge: 0
Frontier orbital gap, eV: 10.4
ΔE to the lowest compared entry with this formula, charge and spin, eV: 0.940

Last column: Löwdin charge in e.
Atoms and positions in Å:
C  0.106847  0.297721  -1.452770  -0.12
N  -0.741207  0.101536  -0.279491  -0.14
C  -0.276062  -0.661088  0.854868  -0.24
C  0.657586  0.065399  1.752837  -0.20
N  1.334152  0.708020  2.437279  0.13
H  0.576837  1.289685  -1.480456  0.08
H  -0.507112  0.193974  -2.356089  0.07
H  0.903510  -0.450304  -1.513213  0.08
H  -1.089848  0.994233  0.045249  0.11
H  -1.151660  -0.937919  1.455790  0.12
H  0.186956  -1.601258  0.535995  0.12

Atomic forces in eV per Å
0.101 0.010 -0.131
-0.188 0.174 0.018
-0.045 -0.128 0.043
0.630 0.585 0.501
-0.607 -0.649 -0.658
0.024 -0.188 0.075
0.158 0.032 0.138
-0.148 0.043 0.141
-0.124 -0.118 -0.077
0.221 0.019 -0.017
-0.022 0.218 -0.031